Record 1
Computed, not measured: a structure of composition C20H7F11N4O6S3Sr at a distorted geometry, with ωB97M-V with the def2-TZVPD basis set.

```
52
Properties=species:S:1:pos:R:3:forces:R:3
Sr 0.145 -0.043 -1.121 1.027 0.364 1.196
O -0.937 5.831 3.609 0.190 -0.067 -0.024
N -0.951 4.784 4.227 -0.554 0.195 0.165
O -1.183 4.689 5.415 0.218 0.015 -0.069
C -0.791 3.535 3.470 0.075 -0.293 -0.038
C -1.401 2.449 3.986 -0.068 0.295 0.246
C -1.344 1.192 3.328 0.149 -0.224 -0.309
C -1.938 0.032 3.855 0.026 0.099 -0.003
C -1.801 -1.148 3.179 -0.067 -0.165 0.080
C -1.081 -1.161 1.980 0.087 0.102 0.037
N -0.526 -0.084 1.455 -0.404 -0.212 -0.202
C -0.655 1.086 2.110 -0.022 0.018 0.217
C -0.010 2.256 1.554 0.082 0.214 0.075
N 0.651 2.092 0.391 -0.163 0.250 -0.206
C 1.341 3.103 -0.096 -0.037 -0.143 0.062
C 1.410 4.345 0.537 0.044 0.127 0.024
C 0.708 4.548 1.695 0.006 -0.030 -0.009
C -0.043 3.488 2.242 0.094 -0.120 -0.183
H -1.936 2.543 4.921 0.006 -0.011 -0.009
H -2.485 0.086 4.788 0.004 0.000 0.000
H -2.232 -2.066 3.551 0.003 0.015 0.004
H -0.946 -2.092 1.440 -0.019 0.031 -0.018
H 1.883 2.923 -1.018 -0.013 0.010 -0.017
H 2.006 5.135 0.105 -0.007 -0.003 0.009
H 0.731 5.506 2.184 -0.009 0.023 0.019
F -3.212 -1.180 -0.531 0.096 0.007 0.065
C -3.827 -0.612 -1.574 -0.081 0.059 -0.118
F -4.565 -1.516 -2.191 0.010 -0.081 -0.027
F -4.607 0.362 -1.119 -0.075 0.038 0.011
S -2.596 0.148 -2.722 -0.139 -1.431 -0.773
O -1.996 1.180 -1.918 0.543 0.590 0.606
O -3.264 0.500 -3.922 -0.224 0.141 -0.062
N -1.609 -1.139 -2.823 0.439 0.387 -0.130
S -0.331 -1.040 -3.809 -0.631 -0.414 0.178
O -0.201 0.286 -4.321 0.197 0.419 -0.484
O 0.839 -1.598 -3.159 -0.704 -0.028 -0.015
C -0.772 -2.211 -5.153 0.061 0.019 -0.172
F 0.228 -2.275 -6.020 0.083 0.021 -0.046
F -0.988 -3.411 -4.638 -0.030 -0.076 0.048
F -1.863 -1.780 -5.763 -0.088 0.012 -0.018
F 3.706 -5.953 -0.990 0.027 0.000 -0.010
C 3.530 -4.638 -0.841 0.157 -0.003 -0.018
C 2.276 -4.125 -0.599 -0.247 0.012 0.032
F 1.214 -4.935 -0.513 0.025 -0.014 -0.006
C 2.124 -2.763 -0.445 0.070 0.035 -0.002
F 0.849 -2.306 -0.211 -0.014 -0.216 0.003
C 3.160 -1.845 -0.516 0.279 -0.117 -0.102
S 2.948 -0.137 -0.296 -0.204 0.264 -0.039
C 4.421 -2.407 -0.767 -0.214 0.012 0.044
F 5.490 -1.617 -0.859 0.024 -0.014 -0.003
C 4.606 -3.765 -0.925 0.009 -0.094 -0.011
F 5.826 -4.253 -1.162 -0.016 -0.017 0.004
```
Positions in Å, forces in eV/Å.

## Properties
E: -3760.63629 hartree
Molecular weight: 792.097 g/mol

Record 2
Computed, not measured: the ion C5H11N2 with charge +1 at a distorted geometry, with ωB97M-V with the def2-TZVPD basis set.

```
18
Properties=species:S:1:pos:R:3:forces:R:3
C -0.529 -2.258 -0.005 -2.664 -1.393 1.423
C 0.391 1.187 0.817 -3.671 0.496 0.563
C 0.611 -1.650 -0.619 1.989 -0.605 0.187
C -0.316 -0.079 1.210 1.431 -3.125 -1.156
C -0.332 1.664 -0.361 -1.330 -0.647 -1.322
N 0.165 2.276 -1.380 4.305 0.332 2.190
N -0.507 -0.842 -0.056 1.077 1.613 -0.377
H -1.399 -2.713 -0.530 1.079 0.018 0.343
H -0.333 -2.580 1.006 -0.297 -0.793 0.126
H 0.187 1.908 1.571 0.228 0.942 0.968
H 1.369 1.083 0.645 3.917 -0.386 -0.528
H 1.622 -1.888 -0.106 -1.774 1.030 -0.772
H 0.577 -1.777 -1.683 0.492 0.654 -0.493
H 0.176 -0.766 1.940 0.267 1.005 -0.198
H -1.288 0.042 1.579 -1.502 0.781 0.649
H -0.208 2.466 -2.254 -1.897 0.350 -1.620
H 1.208 2.572 -1.384 -2.178 -0.891 0.315
H -1.393 1.354 -0.390 0.528 0.619 -0.296
```
Positions in Å, forces in eV/Å.

## Properties
E: -306.28591 hartree
Charge: +1
Molecular weight: 99.157 g/mol
SMILES: [NH2+]=CCCN1CC1

What are the highest occupied orbital energy values for these records? In order: -7.575, -13.356 eV.
What are the ΔE to the lowest compared entry with this formula, charge and spin values for these records? In order: 78.8, 256.2 kJ/mol.